# 1
{"formula": "C3H5N3OS", "method": "the ωB97M-V functional and the def2-TZVPD basis", "e_homo_ev": -9.0, "smiles": "[H]/N=C(\\NC=S)C(N)=O", "homo_lumo_gap_ev": 8.2, "largest_force_ev_per_a": 5.96, "total_charge": 0, "de_lowest_kcal_mol": 50.3, "symbols": ["C", "S", "O", "N", "C", "C", "H", "H", "H", "N", "N", "H", "H"], "positions_angstrom": [[1.970458, -0.213718, -0.027097], [-2.883574, 0.269336, -0.108168], [2.208506, -1.436559, 0.140559], [-0.375137, -0.731142, 0.050622], [0.551178, 0.314363, 0.014015], [-1.688253, -0.860743, -0.056055], [2.858172, 1.855747, -0.300896], [-0.006040, -1.633661, 0.255508], [-0.885258, 1.475225, 0.428427], [0.256825, 1.590564, 0.390737], [2.924090, 0.765903, -0.390492], [-2.037830, -1.903438, 0.034175], [3.899348, 0.572538, 0.247738]], "atomic_forces_ev_per_a": [[1.0, -0.7, -0.7], [0.6, 0.1, -0.2], [-0.5, 3.7, -0.3], [0.6, -0.8, -0.4], [-1.3, 3.7, 2.7], [-2.4, 0.6, 0.5], [-1.2, -3.0, -0.2], [1.3, -0.4, -0.2], [3.0, 1.0, 0.1], [-2.2, -5.1, -2.1], [3.9, 0.4, 3.7], [0.6, 0.3, -0.2], [-3.4, 0.2, -2.8]], "mulliken_charge": [0.4696, -0.3589, -0.5978, -0.1591, 0.2864, 0.0140, 0.3351, 0.3007, 0.1863, -0.5531, -0.5346, 0.2732, 0.3381]}

=====

# 2
{"formula": "C3H5N3OS", "method": "the ωB97M-V functional and the def2-TZVPD basis", "e_homo_ev": -7.8, "homo_lumo_gap_ev": 8.0, "largest_force_ev_per_a": 5.36, "total_charge": 0, "de_lowest_kcal_mol": 138.3, "symbols": ["H", "H", "N", "H", "C", "N", "H", "H", "S", "N", "C", "O", "C"], "positions_angstrom": [[-0.112555, 1.349508, 1.564074], [-0.524760, 3.298810, -1.695643], [-0.309731, 0.248242, 1.960483], [0.382909, -2.116538, 2.242781], [0.543480, -1.908207, 1.155524], [0.206240, -0.553970, 0.846710], [1.494789, -3.120631, -0.474006], [-1.508883, 0.042406, 1.783611], [-1.123011, 2.018470, -0.675511], [-0.188953, 0.771905, -1.233395], [0.291002, -0.151612, -0.445882], [1.079581, -1.136909, -0.958058], [1.106707, -2.259690, -0.037100]], "atomic_forces_ev_per_a": [[-1.2, -3.8, 1.5], [-1.2, -2.9, 2.3], [-3.4, 1.9, -3.6], [0.4, -0.6, -1.6], [0.8, 2.3, -2.0], [-1.4, 1.5, 3.3], [0.6, -1.2, -0.3], [4.2, 1.5, 1.0], [0.9, 3.3, -1.9], [1.2, -1.7, 1.1], [0.4, -0.4, -0.6], [-0.3, -2.1, 0.2], [-0.9, 2.0, 0.8]], "mulliken_charge": [0.3095, 0.1362, -0.8084, 0.4046, -0.0921, 0.2396, 0.4440, 0.2916, -0.2666, -0.4023, 0.6424, -0.3910, -0.5074]}

=====

# 3
{"formula": "C3H5N3OS", "method": "the ωB97M-V functional and the def2-TZVPD basis", "e_homo_ev": -9.0, "homo_lumo_gap_ev": 8.1, "largest_force_ev_per_a": 7.64, "total_charge": 0, "de_lowest_kcal_mol": 199.2, "symbols": ["H", "N", "N", "N", "O", "H", "C", "H", "C", "H", "H", "S", "C"], "positions_angstrom": [[-4.373725, -1.242104, -0.288162], [-1.586847, 0.149073, -0.240333], [0.666658, 0.685586, 0.365110], [-2.533204, -0.818465, -0.028263], [0.346938, 2.029556, -0.268059], [-0.673942, 1.831618, 0.697462], [-3.703075, -0.431163, 0.032811], [0.147901, -1.211692, 0.776285], [-0.400416, -0.213133, 0.301886], [-4.224988, 0.564464, -0.160222], [2.609884, 1.441975, 0.121123], [2.557734, -1.038190, -0.131726], [1.935053, 0.457124, 0.070303]], "atomic_forces_ev_per_a": [[-0.3, 0.0, 1.3], [4.4, -0.3, 3.0], [-2.1, 2.9, -2.8], [2.1, -0.6, -0.2], [-4.1, -2.7, 5.9], [2.7, 2.0, -4.2], [-4.1, 0.3, -2.5], [-2.6, 1.9, -1.3], [0.3, -1.3, -0.2], [1.6, -0.6, 0.8], [-1.7, -2.2, -0.3], [0.2, 0.3, -0.1], [3.6, 0.1, 0.6]], "mulliken_charge": [0.2257, -0.2171, 0.1023, -0.4570, -0.4969, 0.4406, -0.1868, 0.2428, 0.0699, 0.2602, 0.2815, -0.3262, 0.0610]}

=====

# 4
{"formula": "C3H5N3OS", "method": "the ωB97M-V functional and the def2-TZVPD basis", "e_homo_ev": -9.5, "smiles": "C=NNC(=O)/C=N\\S", "homo_lumo_gap_ev": 9.8, "largest_force_ev_per_a": 1.69, "total_charge": 0, "de_lowest_kcal_mol": 69.9, "symbols": ["S", "H", "N", "H", "H", "C", "O", "H", "N", "C", "C", "H", "N"], "positions_angstrom": [[-1.895335, 0.236127, -0.580137], [1.801143, 0.023313, -1.588519], [1.400537, 0.137083, -0.669110], [0.901044, 2.954865, 0.918072], [1.252337, 1.261503, 1.626268], [-0.171004, -0.822686, 1.059464], [1.281064, -2.058929, -0.316703], [-3.161790, 0.303846, -0.280135], [-1.351574, -0.401823, 0.916260], [1.080390, 1.891609, 0.732293], [0.905746, -0.935561, 0.001236], [0.083253, -1.228462, 2.028120], [1.138191, 1.490191, -0.482285]], "atomic_forces_ev_per_a": [[1.5, -0.2, -0.1], [0.0, -0.7, 0.2], [-0.2, 1.4, -0.3], [-0.1, -0.4, -0.3], [-0.1, 0.2, -0.6], [0.4, 0.6, -0.3], [-0.4, 0.6, 0.4], [-0.9, 0.0, 0.6], [-0.8, 0.2, -0.4], [0.2, 0.0, -0.2], [0.3, -1.5, -0.7], [0.1, -0.2, 0.2], [-0.1, 0.2, 1.5]], "mulliken_charge": [-0.0831, 0.2832, 0.1224, 0.2835, 0.3012, -0.3249, -0.6044, 0.1643, -0.3353, -0.2743, 0.6617, 0.4062, -0.6007]}

=====

# 5
{"formula": "C3H5N3S", "method": "the ωB97M-V functional and the def2-TZVPD basis", "e_homo_ev": -8.9, "smiles": "[H]/N=C/N(C=S)/C=N/[H]", "homo_lumo_gap_ev": 8.7, "largest_force_ev_per_a": 1.89, "total_charge": 0, "de_lowest_kcal_mol": 29.9, "symbols": ["N", "S", "H", "C", "C", "H", "N", "H", "H", "C", "N", "H"], "positions_angstrom": [[0.384869, -0.015758, 0.032864], [-2.313915, -0.076218, -0.008621], [2.548516, -2.391867, -0.085794], [-0.826235, -0.712094, 0.000486], [1.621609, -0.722300, -0.010706], [-0.568325, 1.981630, 0.049094], [1.505652, 2.054854, 0.004571], [2.436812, 0.007316, 0.038090], [-0.640222, -1.779686, 0.102877], [0.424244, 1.420293, -0.017973], [1.625530, -1.981498, -0.002795], [1.315794, 3.083522, -0.039647]], "atomic_forces_ev_per_a": [[-0.6, 0.7, -0.5], [0.0, -0.1, -0.1], [0.1, 0.2, 0.2], [0.7, 0.4, 0.6], [-0.4, 0.3, 0.5], [1.0, -1.5, -0.4], [0.5, 1.1, -0.4], [0.1, -0.5, -0.3], [0.0, 0.1, -0.3], [-1.7, 0.4, 0.7], [-0.1, 0.1, -0.4], [0.3, -1.3, 0.2]], "mulliken_charge": [0.0215, -0.3198, 0.2526, -0.1599, 0.0120, 0.2452, -0.5703, 0.4134, 0.3686, 0.0291, -0.5670, 0.2747]}

=====

# 6
{"formula": "C3H5N3S", "method": "the ωB97M-V functional and the def2-TZVPD basis", "e_homo_ev": -9.7, "smiles": "[H]/N=C(\\C#N)N(C)S", "homo_lumo_gap_ev": 10.1, "largest_force_ev_per_a": 3.17, "total_charge": 0, "de_lowest_kcal_mol": 55.5, "symbols": ["H", "H", "N", "C", "N", "C", "S", "H", "C", "N", "H", "H"], "positions_angstrom": [[1.274536, 1.978033, -1.014256], [2.711858, 0.946572, -0.138847], [0.688977, 0.244052, -0.236247], [-1.576741, -0.435955, -0.052113], [-0.904100, 1.877224, 0.183400], [1.603541, 1.364685, -0.086942], [1.116035, -1.403876, 0.026283], [1.487831, -1.342094, 1.342738], [-0.637379, 0.662980, -0.011616], [-2.508582, -1.088273, -0.080717], [-1.878669, 2.022563, 0.375694], [1.277295, 2.075651, 0.853110]], "atomic_forces_ev_per_a": [[1.4, -0.4, 1.5], [-2.4, 1.3, 0.2], [-0.9, -0.1, 1.0], [-0.1, 1.1, 0.1], [-0.1, 0.3, 0.1], [0.7, 1.3, -0.5], [0.2, 0.9, 0.3], [-0.3, 0.0, -0.4], [1.7, -1.3, -0.1], [-1.0, -1.0, 0.0], [-0.5, 0.1, -0.1], [1.3, -2.0, -2.1]], "mulliken_charge": [0.2619, 0.2837, -0.1467, 0.0303, -0.6309, -0.6751, -0.1582, 0.1520, 0.7460, -0.3505, 0.2397, 0.2477]}

=====

# 7
{"formula": "C3H5N3S", "method": "the ωB97M-V functional and the def2-TZVPD basis", "e_homo_ev": -8.2, "homo_lumo_gap_ev": 7.8, "largest_force_ev_per_a": 8.35, "total_charge": 0, "de_lowest_kcal_mol": 153.9, "symbols": ["N", "H", "C", "H", "C", "H", "H", "C", "S", "N", "H", "N"], "positions_angstrom": [[1.932595, 0.539280, -0.085974], [-0.346017, -2.040428, 0.146574], [1.107549, 1.480848, -0.240595], [-2.418122, 0.118372, -1.451158], [0.294340, -1.178366, 0.105650], [-1.443682, 0.340179, 2.163001], [0.839622, 2.445879, -0.288628], [1.535338, -0.866576, -0.149764], [-0.806264, 0.267264, -0.009385], [-1.379876, 0.087679, -1.390430], [2.439302, -1.473085, -0.020935], [-1.754780, 0.278954, 1.221643]], "atomic_forces_ev_per_a": [[-0.7, 3.3, -1.3], [0.5, -0.5, 0.1], [-0.6, -8.2, 1.4], [1.0, -0.1, 0.2], [-0.9, 1.2, -0.7], [0.8, 0.1, 0.5], [0.2, 3.5, -0.1], [1.5, -0.1, 2.0], [1.2, 0.2, 1.8], [-2.0, 0.3, -0.8], [-0.6, -0.1, -0.7], [-0.3, 0.3, -2.4]], "mulliken_charge": [-0.4788, 0.3615, 0.0875, 0.2672, -0.1399, 0.2420, 0.3995, -0.3232, 0.5316, -0.6302, 0.3922, -0.7093]}

=====

# 8
{"formula": "C3H5N3S", "method": "the ωB97M-V functional and the def2-TZVPD basis", "e_homo_ev": -8.4, "smiles": "[H]/N=c1\\scnn1C", "homo_lumo_gap_ev": 9.2, "largest_force_ev_per_a": 2.20, "total_charge": 0, "de_lowest_kcal_mol": 36.5, "symbols": ["H", "N", "H", "N", "H", "H", "H", "N", "C", "C", "S", "C"], "positions_angstrom": [[0.254938, -0.418245, 2.244811], [-0.087320, -0.103074, 0.365758], [1.759708, 0.298925, 1.434771], [1.161177, 1.257615, -1.015466], [-2.194321, -2.053697, -0.951934], [0.412253, 1.402641, 1.653164], [1.032942, 1.727986, -1.929760], [-0.964971, -1.119171, 0.379495], [0.211047, 0.454289, -0.872397], [0.659652, 0.325331, 1.536344], [-0.843447, -0.386447, -2.083493], [-1.401659, -1.386154, -0.761292]], "atomic_forces_ev_per_a": [[0.6, 1.0, 0.6], [1.0, 0.6, -1.7], [-0.6, -0.5, -0.2], [0.0, 1.9, -1.2], [-0.6, -0.9, 0.1], [0.0, -0.8, 0.7], [0.8, -0.4, 0.6], [0.5, -0.2, 1.9], [-0.9, -1.7, 0.4], [-0.8, -0.1, -0.1], [0.5, 0.5, 0.7], [-0.5, 0.5, -1.6]], "mulliken_charge": [0.3258, 0.6562, 0.2710, -0.6548, 0.4230, 0.2545, 0.2470, -0.8607, 0.4064, -0.7516, -0.1339, -0.1829]}

=====

# 9
{"formula": "C3H5N3S2", "method": "the ωB97M-V functional and the def2-TZVPD basis", "e_homo_ev": -9.0, "smiles": "[H]/N=C(/N)C(=S)NC=S", "homo_lumo_gap_ev": 7.8, "largest_force_ev_per_a": 2.11, "total_charge": 0, "de_lowest_kcal_mol": 11.9, "symbols": ["C", "C", "C", "N", "H", "N", "H", "H", "N", "S", "S", "H", "H"], "positions_angstrom": [[1.655728, -1.281652, 0.034784], [-0.483171, 0.947854, 0.133515], [-0.726134, -0.508749, -0.061891], [0.050895, 1.424814, 1.158955], [-0.022883, -2.335470, 0.378145], [-0.852743, 1.755089, -0.938294], [-0.942557, 2.734883, -0.680693], [0.222325, 0.648143, 1.810773], [0.289861, -1.379081, 0.236994], [2.523479, -0.082816, -0.645781], [-2.209750, -1.076966, -0.406238], [2.127673, -2.194819, 0.438993], [-1.632726, 1.348772, -1.459258]], "atomic_forces_ev_per_a": [[0.5, 0.3, 0.1], [-0.1, 0.9, -1.9], [-0.4, -0.4, 0.0], [0.2, -0.3, 1.7], [-0.1, 0.2, 0.0], [-0.4, -0.7, 0.4], [0.0, -0.4, -0.2], [0.3, 0.5, -0.1], [0.4, -0.5, -0.1], [-0.6, -0.7, 0.3], [-0.1, 0.0, 0.0], [-0.1, 0.4, -0.3], [0.4, 0.5, 0.1]], "mulliken_charge": [-0.1854, 0.3849, 0.1537, -0.6064, 0.2619, -0.4642, 0.2815, 0.3015, -0.1826, -0.2097, -0.2825, 0.3177, 0.2296]}

=====

# 10
{"formula": "C3H5N3S2", "method": "the ωB97M-V functional and the def2-TZVPD basis", "e_homo_ev": [-8.6, -8.1], "homo_lumo_gap_ev": [6.8, 5.8], "largest_force_ev_per_a": 6.71, "total_charge": 0, "de_lowest_kcal_mol": 99.7, "symbols": ["C", "H", "H", "N", "N", "H", "S", "H", "C", "N", "H", "C", "S"], "positions_angstrom": [[-0.882633, -0.795514, 0.197529], [0.943942, -0.069678, 0.656599], [-0.256864, 1.386764, 0.409004], [-0.463507, 0.348760, -2.241330], [0.560893, 0.422334, -1.276176], [1.194194, 1.141379, -1.634061], [-0.368514, 0.745110, -3.815367], [-0.312423, -1.665688, -0.229895], [-2.073071, -0.323446, -0.748574], [-1.842791, 0.105659, -1.909815], [-1.097379, -0.857904, 1.221011], [0.139611, 0.344502, 0.063232], [-3.687581, -0.393852, -0.160916]], "atomic_forces_ev_per_a": [[0.2, 1.6, -3.5], [0.7, 0.9, 0.2], [0.6, -1.9, -0.1], [-3.3, -0.1, 0.6], [-0.4, -0.1, -3.5], [-0.1, -0.3, 0.6], [1.4, 0.1, 0.3], [-1.1, 0.4, 0.5], [-1.4, -2.8, 5.9], [3.6, 1.6, -3.2], [-0.9, -0.6, 1.1], [-0.9, 1.1, 1.7], [1.5, 0.1, -0.7]], "mulliken_charge": [-0.6611, 0.3237, 0.2897, 0.3125, -0.2311, 0.3032, -0.1106, 0.3081, 0.1340, -0.4270, 0.3857, -0.3708, -0.2562]}

=====

Number 1: E_tot -20543.4777 eV. Number 2: E_tot -20539.6622 eV. Number 3: E_tot -20537.0196 eV. Number 4: E_tot -20542.6265 eV. Number 5: E_tot -18496.5991 eV. Number 6: E_tot -18495.4897 eV. Number 7: E_tot -18491.2246 eV. Number 8: E_tot -18496.3164 eV. Number 9: E_tot -29332.1889 eV. Number 10: E_tot -29328.3811 eV.